Record 1
Below is a cluster of 2 separate species, C4H12N2O2 in total at a distorted geometry, with properties calculated with ωB97M-V/def2-TZVPD.

Its SMILES is C[C@](N)(O)C=O.CN. For the HOMO-LUMO gap, the calculation gives 9.744 eV. Its energy above the lowest of the compared OMol25 structures with the same formula, charge and spin is 64.0 kcal per mole. The calculation puts the LUMO energy at 0.870 eV. The calculation puts the largest force on an atom at 2.30 eV/A.

Structure (ORCA input):
```
! wB97M-V def2-TZVPD RIJCOSX def2/J DEFGRID3
* xyz 0 1
C -0.381 -2.484 -0.634
C -0.221 -1.138 0.062
N 0.628 -1.241 1.235
O -1.506 -0.766 0.533
C 0.529 -0.099 -1.005
O 1.735 0.114 -0.956
H 0.527 -2.773 -1.173
H -0.604 -3.282 0.085
H -1.212 -2.458 -1.348
H 1.505 -1.707 0.989
H 0.937 -0.305 1.498
H -1.508 -1.024 1.470
H -0.034 -0.029 -1.950
C 0.235 2.739 0.572
N -0.629 2.158 -0.445
H -0.340 2.922 1.483
H 0.683 3.672 0.223
H 1.038 2.044 0.827
H -1.061 1.265 -0.081
H -0.322 2.390 -1.387
*
```

---

Record 2
Below is a structure of composition C41H54BF4N7O2SSi4Zr at a distorted geometry, with properties calculated with ωB97M-V/def2-TZVPD.

For the HOMO-LUMO gap, the calculation gives 6.164 eV. The calculation puts the LUMO energy at 4.134 eV. The calculation puts the largest force on an atom at 1.57 eV/A.

Structure (ORCA input):
```
! wB97M-V def2-TZVPD RIJCOSX def2/J DEFGRID3
* xyz -2 1
Zr 1.411 -0.809 0.141
C 0.024 -4.332 2.131
C 0.235 -2.834 1.942
O 0.289 -2.390 0.720
C 0.331 -2.071 3.074
C 0.426 -0.647 3.083
C 0.231 0.092 4.379
N 0.719 -0.036 1.974
N 0.661 1.324 1.829
C -0.534 1.853 2.074
O -1.547 1.243 2.469
C -0.649 3.311 1.765
C 0.356 4.228 2.041
C 0.136 5.579 1.837
C -1.074 6.022 1.326
C -2.068 5.107 1.017
C -1.859 3.760 1.245
H -0.080 -4.822 1.168
H 0.880 -4.746 2.661
H -0.867 -4.519 2.727
H 0.241 -2.568 4.030
H 0.483 -0.535 5.233
H 0.859 0.984 4.370
H -0.806 0.420 4.462
H 1.304 3.879 2.424
H 0.919 6.290 2.068
H -1.241 7.082 1.171
H -3.005 5.443 0.594
H -2.626 3.031 1.022
S -0.893 0.291 -0.608
C 0.110 1.140 -1.879
N -0.643 1.511 -2.949
N -0.044 2.440 -3.813
C 0.440 3.644 -3.406
C 0.019 4.274 -2.227
C 0.486 5.530 -1.904
C 1.368 6.198 -2.741
C 1.787 5.586 -3.913
C 1.326 4.333 -4.248
N 1.350 1.397 -1.771
N 2.167 0.882 -0.776
C 3.420 1.412 -0.788
C 4.506 0.662 -0.281
C 5.781 1.184 -0.261
C 6.048 2.440 -0.792
C 4.998 3.164 -1.340
C 3.711 2.680 -1.334
H 0.495 2.005 -4.553
H -0.656 3.753 -1.566
H 0.159 5.992 -0.983
H 1.736 7.181 -2.481
H 2.491 6.091 -4.565
H 1.665 3.862 -5.162
H 4.326 -0.358 0.056
H 6.591 0.592 0.154
H 7.061 2.824 -0.794
H 5.184 4.135 -1.780
H 2.901 3.263 -1.746
F 3.099 -1.008 -2.444
B 2.288 -2.070 -2.191
F 0.958 -1.590 -1.944
F 2.304 -3.013 -3.157
F 2.667 -2.597 -0.920
C -2.519 1.288 -4.966
Si -1.369 -0.008 -4.103
C -2.148 -1.513 -5.122
C 0.414 -0.287 -4.816
Si -2.035 -0.956 -2.011
Si -1.794 -3.283 -1.482
C -2.702 -3.637 0.185
C -2.913 -4.194 -2.762
C -0.214 -4.382 -1.568
Si -4.179 -0.308 -1.199
C -4.311 -0.208 0.717
C -5.638 -1.428 -1.791
C -4.594 1.450 -1.863
H -2.249 1.435 -6.008
H -2.502 2.255 -4.482
H -3.540 0.921 -4.952
H -2.162 -1.322 -6.193
H -3.172 -1.704 -4.815
H -1.596 -2.436 -4.973
H 0.560 0.198 -5.779
H 0.602 -1.345 -4.967
H 1.185 0.071 -4.140
H -3.747 -3.364 0.088
H -2.285 -3.031 0.981
H -2.652 -4.678 0.494
H -3.866 -3.694 -2.886
H -3.110 -5.223 -2.474
H -2.441 -4.223 -3.736
H 0.544 -4.028 -0.877
H 0.219 -4.361 -2.564
H -0.435 -5.420 -1.323
H -4.313 -1.194 1.172
H -5.201 0.316 1.060
H -3.446 0.321 1.111
H -5.519 -2.450 -1.448
H -5.670 -1.450 -2.875
H -6.601 -1.071 -1.439
H -3.666 1.991 -2.028
H -5.199 2.033 -1.173
H -5.117 1.408 -2.815
N 6.195 -2.997 5.777
C 5.492 -2.654 4.930
C 4.663 -2.241 3.876
C 4.406 -0.883 3.655
C 3.627 -0.489 2.587
C 3.053 -1.396 1.664
C 3.318 -2.753 1.948
C 4.095 -3.178 3.010
H 4.822 -0.155 4.339
H 3.467 0.579 2.450
H 2.918 -3.525 1.296
H 4.269 -4.233 3.188
*
```

---

Record 3
Below is a cluster of 2 separate species, C4H4FNO4S in total at a distorted geometry, with properties calculated with ωB97M-V/def2-TZVPD.

For the HOMO-LUMO gap (spin up / spin down), the calculation gives 5.860 / 4.212 eV. Its energy above the lowest of the compared OMol25 structures with the same formula, charge and spin is 80.2 kcal per mole. The calculation puts the LUMO energy (spin up / spin down) at 5.925 / 5.144 eV. The calculation puts the largest force on an atom at 3.93 eV/A.

Structure (ORCA input):
```
! wB97M-V def2-TZVPD RIJCOSX def2/J DEFGRID3
* xyz -2 1
C 4.277 1.134 0.062
C 0.037 -0.581 0.498
C -0.021 0.932 0.495
C -0.742 0.111 1.546
N 3.785 0.744 1.273
O 3.569 1.147 -0.986
O 5.502 1.346 0.114
O 3.117 -1.642 1.714
O 2.600 0.037 3.388
F -2.172 0.023 1.495
S 2.813 -0.255 1.989
H -0.551 -1.113 -0.301
H 1.041 -0.965 0.753
H 0.607 1.820 0.957
H -0.662 1.326 -0.378
*
```

---

Record 4
Below is an isolated molecule of C4H5NO at a distorted geometry, with properties calculated with ωB97M-V/def2-TZVPD.

Its SMILES is CON=c1cc1. For the HOMO-LUMO gap, the calculation gives 9.472 eV. Its energy above the lowest of the compared OMol25 structures with the same formula, charge and spin is 135.1 kcal per mole. The calculation puts the LUMO energy at 0.772 eV. The calculation puts the largest force on an atom at 5.37 eV/A.

Structure (ORCA input):
```
! wB97M-V def2-TZVPD RIJCOSX def2/J DEFGRID3
* xyz 0 1
C 1.080 -0.560 2.090
O 0.258 -0.710 0.995
N 0.222 0.540 0.059
C -0.446 0.381 -0.960
C -0.839 1.018 -2.157
C -1.330 -0.218 -1.974
H 0.719 0.440 2.625
H 2.067 -0.455 1.573
H 1.204 -1.407 2.694
H -0.906 1.979 -2.743
H -2.030 -1.007 -2.203
*
```

---

Record 5
Below is a cluster of 4 separate species, C25H22F4O10 in total at a distorted geometry, with properties calculated with ωB97M-V/def2-TZVPD.

Its SMILES is CCOCCOC(=O)OC(F)(F)C(F)F.O=C1C=CC(=O)C=C1.O=C1C=CC(=O)C=C1.O=C1C=CC(=O)C=C1. For the HOMO-LUMO gap, the calculation gives 8.413 eV. The calculation puts the LUMO energy at -1.718 eV. The calculation puts the largest force on an atom at 2.84 eV/A.

Structure (ORCA input):
```
! wB97M-V def2-TZVPD RIJCOSX def2/J DEFGRID3
* xyz 0 1
C -0.575 1.775 3.706
C -0.850 0.575 2.796
O -1.276 -0.586 3.481
C -0.270 -1.157 4.264
C 0.811 -1.871 3.433
O 2.113 -1.631 4.023
C 2.709 -0.483 3.710
O 3.300 0.203 4.518
O 2.602 -0.052 2.383
C 3.269 -0.773 1.424
F 2.348 -1.124 0.495
F 3.840 -1.877 1.897
C 4.348 0.101 0.708
F 5.555 -0.223 1.209
F 4.367 -0.231 -0.597
H -1.055 1.591 4.662
H -0.951 2.686 3.261
H 0.491 1.851 3.900
H 0.008 0.382 2.155
H -1.666 0.846 2.139
H 0.234 -0.441 4.914
H -0.747 -1.875 4.916
H 0.660 -2.935 3.529
H 0.768 -1.607 2.386
H 4.180 1.163 0.847
O 2.008 7.392 -1.258
C 1.373 6.649 -0.544
C 1.133 6.971 0.885
C 0.437 6.153 1.669
C -0.129 4.886 1.147
O -0.765 4.139 1.862
C 0.109 4.561 -0.280
C 0.805 5.379 -1.065
H 1.555 7.901 1.245
H 0.251 6.367 2.714
H -0.312 3.630 -0.639
H 0.991 5.163 -2.109
O 2.247 -2.964 -5.317
C 1.584 -2.308 -4.544
C 2.030 -2.082 -3.146
C 1.300 -1.365 -2.295
C 0.014 -0.757 -2.714
O -0.652 -0.102 -1.936
C -0.434 -0.979 -4.110
C 0.295 -1.700 -4.958
H 2.973 -2.533 -2.863
H 1.605 -1.191 -1.269
H -1.376 -0.531 -4.392
H -0.014 -1.877 -5.980
O -3.280 -2.152 -4.376
C -3.736 -2.890 -3.528
C -3.567 -2.589 -2.085
C -4.063 -3.397 -1.151
C -4.806 -4.630 -1.515
O -5.259 -5.365 -0.666
C -4.973 -4.929 -2.960
C -4.478 -4.121 -3.893
H -3.022 -1.684 -1.842
H -3.952 -3.199 -0.093
H -5.517 -5.833 -3.203
H -4.588 -4.320 -4.952
*
```